(1)
A 3-piece molecular cluster, C3H9NO2 overall, computed with wB97M-V/def2-TZVPD.

The geometry in ORCA input format:
```
! wB97M-V def2-TZVPD RIJCOSX def2/J DEFGRID3
* xyz 0 1
C -0.92 -2.01 -3.45
C -0.93 -2.61 -2.25
N -1.53 -2.05 -1.14
C -1.20 -2.43 0.02
H -1.22 -0.98 -3.55
H -0.72 -2.59 -4.35
H -0.46 -3.59 -2.14
H -0.62 -3.35 0.16
H -1.76 -1.99 0.85
O 0.04 2.53 2.11
H -0.72 2.40 1.52
H 0.20 3.47 2.11
O 3.35 4.40 3.05
H 2.89 3.60 3.35
H 4.21 4.24 2.68
*
```

As for the structure (SMILES): C=CN=C.O.O. The LUMO energy comes out at 0.55 eV. Its HOMO energy is -9.36 eV. The value obtained for the frontier orbital gap is 9.9 eV. The calculation puts the energy above the lowest of the compared OMol25 structures with the same formula, charge and spin at 271.7 kJ/mol. The electronic energy comes out at -324.8691 a.u.

How is the electron density shared among the atoms? According to Mulliken, the charges in e are: atom 1 (C): -0.608, atom 2 (C): 0.023, atom 3 (N): -0.409, atom 4 (C): -0.207, atom 5 (H): 0.265, atom 6 (H): 0.237, atom 7 (H): 0.240, atom 8 (H): 0.208, atom 9 (H): 0.251, atom 10 (O): -0.639, atom 11 (H): 0.314, atom 12 (H): 0.322, atom 13 (O): -0.645, atom 14 (H): 0.333, atom 15 (H): 0.314



(2)
A 2-piece molecular cluster, C6H12N2O3 overall, computed with wB97M-V/def2-TZVPD.

The geometry in ORCA input format:
```
! wB97M-V def2-TZVPD RIJCOSX def2/J DEFGRID3
* xyz 0 1
N -1.97 1.38 1.15
C -2.80 0.70 0.16
C -2.80 -0.80 0.29
C -2.03 -0.13 -0.79
N -0.62 -0.13 -0.62
H -1.81 2.32 0.82
H -2.54 1.53 1.98
H -3.70 1.20 -0.22
H -3.70 -1.38 0.07
H -2.18 -1.14 1.13
H -2.43 -0.27 -1.78
H -0.25 -0.96 -1.07
H -0.25 0.64 -1.16
O 2.91 2.27 -0.70
C 2.59 1.11 -0.46
C 3.36 0.07 0.30
O 4.42 0.30 0.87
C 2.89 -1.37 0.20
O 1.53 -1.54 -0.13
H 1.68 0.65 -0.85
H 3.51 -1.88 -0.56
H 3.13 -1.84 1.19
H 1.06 -0.75 0.16
*
```

As for the structure (SMILES): N[C@@H]1C[C@@H]1N.O=CC(=O)CO. The LUMO energy comes out at -1.12 eV. Its HOMO energy is -9.41 eV. The value obtained for the frontier orbital gap is 8.3 eV. The calculation puts the energy above the lowest of the compared OMol25 structures with the same formula, charge and spin at 401.3 kJ/mol. The electronic energy comes out at -570.9500 a.u.

How is the electron density shared among the atoms? According to Mulliken, the charges in e are: atom 1 (N): -0.575, atom 2 (C): -0.013, atom 3 (C): -0.728, atom 4 (C): -0.250, atom 5 (N): -0.452, atom 6 (H): 0.213, atom 7 (H): 0.243, atom 8 (H): 0.274, atom 9 (H): 0.253, atom 10 (H): 0.244, atom 11 (H): 0.266, atom 12 (H): 0.287, atom 13 (H): 0.200, atom 14 (O): -0.448, atom 15 (C): 0.329, atom 16 (C): 0.437, atom 17 (O): -0.508, atom 18 (C): -0.246, atom 19 (O): -0.501, atom 20 (H): 0.113, atom 21 (H): 0.264, atom 22 (H): 0.268, atom 23 (H): 0.330



Q: What is the formula in the second record?
A: C6H12N2O3